Record 1
Density functional theory data (ωB97M-V/def2-TZVPD) for C35H56AlFN9O5PSi3 as an isolated structure.

**Calculated total energy**: -3788.34202 Ha
**Largest force on an atom**: 0.2 eV/Å
**ΔE to the lowest compared entry with this formula, charge and spin**: 0.000 eV
**Multiplicity**: 1
**Net charge**: +2
**LUMO energy**: -5.1 eV

Each line ends with the Löwdin charge.
Geometry (Å):
Al  -1.2667  -0.0765  -1.3243  -0.07
F  5.3522  1.5174  1.4780  0.08
C  4.1301  1.8148  1.9646  -0.19
C  3.1174  2.0242  1.0896  0.09
C  1.8024  2.2110  1.5650  -0.05
C  0.6798  2.2694  0.6871  -0.19
O  0.7759  2.2223  -0.6176  0.09
C  -0.5973  2.3495  1.2305  -0.01
C  -0.7235  2.4384  2.5959  0.08
N  0.3055  2.3635  3.4417  0.05
C  0.0579  2.3702  4.8778  -0.24
C  0.2440  1.0886  5.6375  -0.08
C  -1.1322  1.6368  5.4106  -0.06
C  1.5912  2.2260  2.9562  -0.11
C  2.6717  2.0702  3.8344  0.07
C  3.9420  1.8081  3.3678  -0.15
N  4.9596  1.4707  4.2488  -0.07
C  4.7238  0.5557  5.3479  -0.13
C  5.4664  -0.7537  5.1220  -0.09
N  6.9312  -0.4728  4.8872  0.07
C  7.1487  0.4896  3.7478  -0.08
C  6.3599  1.7581  4.0334  -0.12
C  -1.8917  2.2624  0.4400  -0.52
O  -2.8388  2.8924  0.8583  0.11
O  -1.8946  1.4772  -0.5801  0.02
H  3.3368  1.9708  0.0313  0.13
H  -1.7079  2.5538  3.0274  0.16
H  0.3398  3.3039  5.3468  0.16
H  0.6762  1.1496  6.6267  0.11
H  0.5123  0.2164  5.0544  0.10
H  -1.6579  2.0981  6.2333  0.12
H  -1.7604  1.0982  4.7147  0.11
H  2.5005  2.1044  4.8986  0.12
H  3.6670  0.3097  5.4132  0.12
H  5.0262  1.0124  6.2987  0.14
H  5.0796  -1.2493  4.2323  0.09
H  5.3940  -1.4158  5.9832  0.14
H  7.4181  -1.3494  4.6981  0.19
H  7.3476  -0.0867  5.7379  0.18
H  6.7880  -0.0043  2.8479  0.14
H  8.2182  0.6771  3.6699  0.14
H  6.4990  2.4587  3.2171  0.14
H  6.7627  2.2396  4.9347  0.14
C  -3.1517  -1.1560  1.5211  -0.16
Si  -3.2192  -2.1813  -0.0692  0.43
C  -4.8787  -3.0564  -0.0870  -0.17
C  -1.9173  -3.5383  0.0935  -0.16
C  -2.9322  -1.1283  -1.6163  -0.45
Si  -4.4396  -0.0350  -1.9645  0.43
C  -5.7780  -1.0100  -2.8621  -0.16
C  -4.0337  1.4181  -3.1018  -0.16
C  -5.2125  0.6734  -0.4181  -0.15
Si  -2.5452  -2.2208  -3.0460  0.48
C  -3.4244  -3.8485  -3.2956  -0.15
C  -2.6040  -1.3193  -4.7163  -0.15
C  -0.6756  -2.5474  -2.8480  -0.24
C  0.0409  -3.6022  -3.4046  -0.03
C  1.4058  -3.6995  -3.2008  -0.03
C  2.0410  -2.7251  -2.4435  -0.03
C  1.2773  -1.7051  -1.9180  -0.12
N  -0.0422  -1.6185  -2.1063  0.02
H  -2.3860  -1.5425  2.1987  0.03
H  -4.1100  -1.2148  2.0411  0.04
H  -2.9529  -0.0997  1.3350  0.01
H  -4.9408  -3.7099  0.7876  0.04
H  -5.0202  -3.6777  -0.9723  0.02
H  -5.7161  -2.3593  -0.0299  0.03
H  -2.0937  -4.0617  1.0374  0.04
H  -0.8981  -3.1494  0.1159  0.02
H  -1.9678  -4.2867  -0.7001  0.02
H  -5.4556  -1.3883  -3.8348  0.02
H  -6.6331  -0.3536  -3.0441  0.04
H  -6.1377  -1.8598  -2.2796  0.03
H  -3.8984  1.0993  -4.1387  0.01
H  -3.1557  1.9720  -2.7670  0.02
H  -4.8839  2.1050  -3.0888  0.05
H  -5.5205  -0.0931  0.2944  0.02
H  -6.1118  1.2247  -0.7061  0.05
H  -4.5469  1.3734  0.0875  0.02
H  -4.4926  -3.6738  -3.4400  0.04
H  -3.3117  -4.5433  -2.4636  0.03
H  -3.0520  -4.3399  -4.1985  0.04
H  -3.6120  -1.2445  -5.1240  0.04
H  -1.9672  -1.8516  -5.4303  0.05
H  -2.2295  -0.3117  -4.5231  -0.01
H  -0.4812  -4.3520  -3.9854  0.11
H  1.9692  -4.5227  -3.6206  0.12
H  3.1050  -2.7594  -2.2577  0.11
H  1.7278  -0.9283  -1.3094  0.11
N  -0.2929  -0.5145  0.3333  0.25
C  0.2489  -0.7193  1.3422  -0.24
N  0.7478  -0.8593  2.5117  0.12
C  2.0261  -1.0694  2.7270  -0.34
N  3.1365  -1.2101  3.0311  0.15
N  2.4507  2.2001  -2.6613  -0.03
C  1.3049  2.6729  -3.4667  -0.27
P  0.2579  1.2577  -3.9242  0.52
O  1.1129  0.2160  -4.5725  -0.31
O  -0.6774  0.8946  -2.7933  -0.20
C  -0.8209  1.8546  -5.3130  -0.15
N  -0.7071  0.7869  -6.3648  0.14
H  1.6618  2.1589  -1.0715  0.07
H  3.1916  2.8923  -2.6953  0.10
H  2.8257  1.3558  -3.0886  0.08
H  1.6250  3.1411  -4.4024  0.10
H  0.7203  3.3974  -2.8982  0.10
H  -0.4542  2.7895  -5.7317  0.11
H  -1.8599  1.9713  -5.0124  0.09
H  -0.7237  1.1487  -7.3156  0.17
H  -1.4559  0.0948  -6.2510  0.11
H  0.1894  0.2894  -6.1497  0.12

---

Record 2
Density functional theory data (ωB97M-V/def2-TZVPD) for C43H65AlB2BrClF4NNaO19S as an isolated structure in a non-equilibrium geometry.

**Calculated total energy**: -7448.11568 Ha
**Largest force on an atom**: 2.2 eV/Å
**Multiplicity**: 1
**Net charge**: 0
**LUMO energy**: -6.1 eV

Each line ends with the Löwdin charge.
Geometry (Å):
C  -0.7695  -6.3729  2.0223  0.12
C  -0.4768  -5.0123  1.8790  -0.07
C  0.6858  -4.2827  2.5275  -0.48
C  1.9596  -5.0846  2.1483  -0.01
C  2.2515  -4.8400  0.7006  -0.40
O  1.5677  -5.3788  -0.1360  0.13
C  3.3199  -3.8932  0.2675  -0.28
C  3.3569  -3.4677  -1.1064  -0.11
C  4.3512  -2.5684  -1.5228  -0.06
C  5.2861  -2.1097  -0.6576  -0.01
C  5.2373  -2.5065  0.6999  0.00
C  4.2827  -3.3641  1.1434  -0.05
C  0.8761  -2.8845  1.9347  -0.07
C  0.0029  -1.7250  2.4260  -0.32
C  0.8183  -0.4357  1.9983  -0.11
C  1.4660  -0.5816  0.5951  -0.24
C  1.5778  0.7877  -0.0974  -0.06
C  -1.4502  -1.7309  1.9112  -0.10
C  -1.6836  -1.2653  0.4716  -0.26
C  -1.5215  -2.3434  -0.5832  -0.60
Br  -2.3430  -1.7117  -2.2438  0.67
C  -0.0857  -1.6887  3.9778  -0.23
C  -0.5173  -0.3269  4.5257  -0.11
C  0.5404  0.6093  5.0339  -0.22
C  0.7981  0.7406  6.5485  -0.15
C  2.1294  0.0481  6.8786  -0.19
C  3.1676  1.1594  6.7840  -0.17
C  3.3353  1.4554  5.2823  -0.22
C  4.7720  1.7275  4.8486  -0.17
C  4.9003  2.1853  3.3742  -0.18
C  5.4278  3.6072  3.2265  -0.16
C  5.8999  3.9079  1.8102  -0.22
O  5.0205  3.3958  0.8282  -0.17
C  5.5221  2.3400  0.0464  -0.12
O  -1.1646  -2.5680  4.4746  -0.27
S  -0.9455  -4.1473  4.4097  0.91
O  -0.9734  -4.6438  5.7573  -0.37
O  0.6458  -4.3233  3.9535  -0.22
H  -0.3861  -7.0807  1.3000  0.09
H  -1.3447  -6.7018  2.8798  0.08
H  -1.1251  -4.4594  1.2026  0.11
H  2.7347  -4.7412  2.8240  0.12
H  1.8689  -6.1494  2.3188  0.14
H  2.5912  -3.8373  -1.7683  0.13
H  4.3817  -2.2557  -2.5529  0.13
H  6.0749  -1.4442  -0.9650  0.13
H  5.9610  -2.1292  1.4025  0.13
H  4.3027  -3.6203  2.1870  0.13
H  0.6728  -2.9971  0.8742  0.11
H  1.9201  -2.6298  2.0975  0.12
H  1.6424  -0.4005  2.7093  0.11
H  0.2827  0.5295  1.9821  0.09
H  2.4681  -1.0133  0.6700  0.09
H  0.8989  -1.2180  -0.0777  0.07
H  2.4598  1.3334  0.2147  0.06
H  0.6681  1.3485  0.0884  0.08
H  1.6101  0.6226  -1.1725  0.07
H  -1.9318  -2.6935  2.0739  0.11
H  -1.9989  -1.0392  2.5407  0.12
H  -2.7330  -0.9859  0.4116  0.10
H  -1.1344  -0.3680  0.2147  0.10
H  -0.4922  -2.5246  -0.8625  0.03
H  -2.0644  -3.2433  -0.3288  0.05
H  0.8710  -1.9537  4.4210  0.15
H  -1.1476  0.2092  3.8275  0.12
H  -1.1404  -0.5805  5.3810  0.13
H  1.5011  0.3740  4.6125  0.04
H  0.1678  1.5709  4.6953  0.10
H  -0.0020  0.3276  7.1557  0.11
H  0.9084  1.7971  6.7714  0.11
H  2.3674  -0.7484  6.1753  0.11
H  2.1227  -0.4197  7.8605  0.11
H  2.7854  2.0263  7.3098  0.11
H  4.1232  0.8856  7.2247  0.11
H  3.0062  0.6320  4.6467  0.10
H  2.7905  2.3856  5.0879  0.09
H  5.3680  0.8230  4.9445  0.11
H  5.2266  2.4699  5.5000  0.12
H  3.9279  2.1063  2.8752  0.10
H  5.5618  1.5183  2.8266  0.11
H  4.6471  4.3061  3.5172  0.10
H  6.2878  3.7298  3.8807  0.12
H  6.9348  3.5939  1.6755  0.12
H  5.8970  4.9912  1.6980  0.12
H  5.1822  1.3719  0.4259  0.06
H  5.1187  2.4493  -0.9565  0.09
H  6.6071  2.3521  -0.0364  0.09
Na  1.8770  2.5366  3.6416  0.31
C  1.5961  7.4973  2.4568  -0.03
C  1.8702  6.2195  3.0782  -0.22
N  2.0891  5.2119  3.5699  0.17
H  2.0347  8.3009  3.0451  0.09
H  2.0205  7.5147  1.4506  0.08
H  0.5201  7.6501  2.3900  0.10
F  -3.6874  -4.8909  4.6896  -0.49
Al  -4.2580  -5.4402  6.1648  0.56
F  0.2804  2.0472  2.8451  -0.54
C  -5.4482  -2.2257  -7.2610  -0.08
C  -6.6453  -2.8371  -6.5513  -0.27
O  -6.3062  -3.6051  -5.4135  -0.15
C  -5.6248  -2.9201  -4.3809  -0.29
C  -6.3986  -1.7517  -3.7934  -0.08
H  -4.7442  -3.0010  -7.5633  0.09
H  -5.7751  -1.6913  -8.1489  0.04
H  -4.9099  -1.5214  -6.6232  0.07
H  -7.1567  -3.5224  -7.2275  0.12
H  -7.3740  -2.0607  -6.2854  0.11
H  -4.6363  -2.5956  -4.7272  0.09
H  -5.4494  -3.6607  -3.6006  0.12
H  -6.5896  -0.9733  -4.5334  0.07
H  -5.8347  -1.3019  -2.9755  0.06
H  -7.3638  -2.0874  -3.4120  0.08
B  -0.8272  10.0440  -1.1895  -0.87
O  -1.1875  10.7989  -2.3961  0.23
C  -1.9049  11.8626  -2.0473  -0.39
O  -2.3538  12.6824  -2.7900  0.15
C  -2.0515  11.8468  -0.5093  -0.39
O  -2.6333  12.6506  0.1548  0.15
O  -1.4106  10.7743  -0.0538  0.22
O  -1.3345  8.6500  -1.2493  0.23
C  -0.3196  7.8116  -1.1585  -0.41
O  -0.3770  6.6151  -1.1689  0.14
C  0.9687  8.6482  -1.0258  -0.41
O  2.0857  8.2154  -0.9153  0.11
O  0.6485  9.9235  -1.0454  0.23
B  -5.3409  -5.9682  -11.3458  -1.02
O  -4.9231  -4.5148  -11.0966  0.25
C  -5.9178  -3.8771  -10.6105  -0.39
O  -5.9243  -2.6936  -10.2966  0.03
C  -7.1321  -4.8168  -10.4696  -0.42
O  -8.2034  -4.4772  -10.0424  0.13
O  -6.7789  -5.9975  -10.8952  0.23
F  -4.5720  -6.8071  -10.5886  0.19
F  -5.2423  -6.2495  -12.6823  0.18
O  -6.7539  -0.2591  -11.0840  0.32
H  -6.3775  -1.0357  -10.5766  0.13
H  -7.5578  0.0799  -10.6519  0.19
H  -6.9283  -0.5242  -12.0053  0.19
Cl  4.5555  -5.5008  -1.0173  0.56

---

Record 3
Density functional theory data (ωB97M-V/def2-TZVPD) for a 2-piece molecular cluster, C6H7ClN2S overall in a non-equilibrium geometry.

**Calculated total energy**: -1200.54615 Ha
**Largest force on an atom**: 5.0 eV/Å
**ΔE to the lowest compared entry with this formula, charge and spin**: 2.355 eV
**Multiplicity**: 1
**Net charge**: 0
**LUMO energy (alpha / beta)**: -2.2 / -2.2 eV

Each line ends with the natural charge from an NBO analysis.
Geometry (Å):
C  -2.7966  -0.1002  0.8819  -0.19
C  -1.7328  0.8192  1.1124  -0.20
C  -2.6119  -1.1216  -0.0909  -0.19
C  -0.4994  0.5829  0.5278  -0.21
C  -1.4337  -1.2944  -0.6394  -0.21
C  -0.3418  -0.4807  -0.3575  0.08
N  4.0172  1.4253  -1.0148  -0.88
N  0.8778  -0.8019  -0.8003  -0.63
S  2.3816  -0.3166  -0.6015  0.95
Cl  3.1058  -0.1204  1.4292  -0.24
H  -3.7281  0.1844  1.1807  0.21
H  -1.8006  1.6917  1.7033  0.22
H  -3.3783  -1.8058  -0.1883  0.21
H  0.4154  1.2155  0.8575  0.23
H  -1.3945  -2.0346  -1.3320  0.22
H  4.7526  0.7599  -0.7080  0.32
H  4.1674  1.3974  -1.9600  0.31

---

Record 4
Density functional theory data (ωB97M-V/def2-TZVPD) for a 6-piece molecular cluster, C5H18O6 overall in a non-equilibrium geometry.

**Calculated total energy**: -652.67263 Ha
**Largest force on an atom**: 2.0 eV/Å
**Structure (SMILES)**: C=C/C=C(/C)O.O.O.O.O.O
**ΔE to the lowest compared entry with this formula, charge and spin**: 1.990 eV
**Multiplicity**: 1
**Net charge**: 0
**LUMO energy**: 0.1 eV

Each line ends with the natural charge from an NBO analysis.
Geometry (Å):
C  0.4863  0.8185  -2.3882  -0.43
C  0.0613  1.0743  -1.1551  -0.21
C  0.4315  0.3308  0.0277  -0.35
C  -0.0078  0.5132  1.2841  0.36
C  -0.2379  -0.5687  2.2842  -0.69
O  -0.2382  1.8224  1.6664  -0.72
H  0.2249  1.4381  -3.2313  0.21
H  1.2601  0.0834  -2.5809  0.20
H  -0.6963  1.8329  -0.9748  0.21
H  0.8201  -0.6754  -0.1187  0.21
H  -0.3374  -0.0731  3.2533  0.21
H  0.6329  -1.1963  2.4345  0.24
H  -1.0741  -1.1909  1.9755  0.26
H  -0.2374  1.9379  2.6113  0.49
O  2.6250  2.1786  -0.1337  -0.95
H  2.2620  2.5681  -0.9276  0.48
H  1.9819  2.0909  0.5667  0.48
O  -0.9348  -3.3256  -0.0755  -0.98
H  -0.1533  -3.2790  0.4700  0.49
H  -1.0347  -2.7148  -0.8070  0.49
O  -2.8570  1.7992  0.6405  -0.95
H  -2.0513  2.1648  1.0248  0.48
H  -2.5900  1.0792  0.0654  0.46
O  -2.1587  -1.0668  -2.8330  -0.95
H  -1.5734  -0.3216  -2.9802  0.48
H  -2.7264  -0.8384  -2.0979  0.47
O  2.7349  -2.4249  0.8976  -0.96
H  2.6479  -2.5563  -0.0479  0.48
H  2.7400  -1.5004  1.1496  0.48

---

Record 5
Density functional theory data (ωB97M-V/def2-TZVPD) for a 2-piece molecular cluster, C4H8O2 overall in a non-equilibrium geometry.

**Calculated total energy**: -307.63082 Ha
**Largest force on an atom**: 1.1 eV/Å
**Structure (SMILES)**: C=CO.CC=O
**ΔE to the lowest compared entry with this formula, charge and spin**: 2.221 eV
**Multiplicity**: 1
**Net charge**: 0
**LUMO energy**: 0.8 eV

Each line ends with the natural charge from an NBO analysis.
Geometry (Å):
C  1.9682  1.3019  0.2351  -0.53
C  1.9733  0.7399  1.4386  0.15
O  1.8083  1.5425  2.5291  -0.68
H  2.0318  0.6978  -0.6548  0.20
H  2.1958  2.3572  0.1805  0.21
H  2.0707  -0.3002  1.7188  0.17
H  1.8700  1.0135  3.3273  0.48
C  -1.7400  -1.4243  -1.7211  -0.72
C  -2.3670  -0.5941  -0.6388  0.44
O  -2.8875  -1.0253  0.3591  -0.52
H  -0.7647  -0.9761  -1.9140  0.23
H  -2.3151  -1.3613  -2.6420  0.24
H  -1.6229  -2.4611  -1.4278  0.23
H  -2.2209  0.4897  -0.7899  0.10

---

What is the formula in the fourth record? C5H18O6

---

The lowest largest force on an atom belongs to which entry? C35H56AlFN9O5PSi3

---

calculated total energy of number 2 (C43H65AlB2BrClF4NNaO19S)? -7448.11568 Ha

---

Among the records above, which one has the lowest largest force on an atom? C35H56AlFN9O5PSi3